14
Properties=species:S:1:pos:R:3:mulliken_charge:R:1 method="wB97M-V/def2-TZVPD" charge=0 gap_ev=9.4764 e_tot_ev=-28430.01043
C -0.202 -0.491 -1.147 -0.37
C -1.118 -1.210 -0.102 -0.63
C -0.853 1.334 0.068 -0.11
N -0.118 0.903 -0.840 -0.38
O -3.474 0.441 0.381 -0.57
S 3.808 0.561 0.701 -0.30
S -2.079 0.209 0.897 0.35
H 0.783 -0.812 -1.013 0.23
H -0.487 -0.625 -2.142 0.33
H -2.003 -1.628 -0.535 0.31
H -0.675 -1.883 0.553 0.41
H -0.848 2.355 0.338 0.44
H 3.371 -0.607 1.106 0.14
H 3.894 1.454 1.735 0.16